{
  "formula": "C10H13O2",
  "method": "ωB97M-V/def2-TZVPD",
  "elements": ["C", "C", "C", "O", "O", "H", "H", "H", "H", "H", "C", "C", "C", "C", "C", "C", "C", "H", "H", "H", "H", "H", "H", "H", "H"],
  "positions_angstrom": [[-0.1293, -0.5016, -2.4740], [0.8434, -1.2730, -3.3669], [-1.4319, -1.3036, -2.0940], [-2.3908, -0.7227, -1.6460], [-1.4534, -2.5652, -2.1248], [0.3734, -0.0213, -1.6376], [-0.6244, 0.2286, -3.1673], [1.4994, -1.7944, -2.8353], [1.5449, -0.5696, -3.8350], [0.4404, -2.0042, -4.0498], [-0.7768, -1.0317, 0.7827], [0.0935, 1.3499, 0.7455], [-0.1931, 0.1446, 1.5256], [0.4836, 2.4261, 1.5266], [1.0266, 2.3143, 2.8493], [-0.0007, 0.1616, 2.8965], [0.7095, 1.2222, 3.5718], [-0.2634, 1.4015, -0.2765], [0.6473, 3.2561, 0.8788], [-1.6964, -1.0416, 0.2907], [-0.8712, -1.9239, 1.2972], [1.7713, 2.9543, 3.3797], [-0.4620, -0.6449, 3.3220], [0.9934, 1.1639, 4.5551], [-0.1333, -1.2252, -0.1144]],
  "lumo_ev": 3.257,
  "e_above_lowest_kj_mol": 224.93,
  "spin_multiplicity": 1,
  "e_tot_ha": -539.30640,
  "fmax_ev_per_a": 4.655,
  "charge": -1,
  "homo_lumo_gap_ha": 0.2583
}

=====

{
  "formula": "C10H13O2",
  "method": "ωB97M-V/def2-TZVPD",
  "elements": ["C", "C", "C", "O", "O", "H", "H", "H", "H", "H", "C", "C", "C", "C", "C", "C", "C", "H", "H", "H", "H", "H", "H", "H", "H"],
  "positions_angstrom": [[-1.0950, 1.6322, -2.4924], [-1.8497, 0.4800, -3.2335], [-1.7314, 1.8918, -1.0850], [-0.8828, 1.9277, -0.1421], [-2.9605, 2.0030, -1.0061], [-0.0447, 1.3103, -2.3984], [-1.0769, 2.5323, -3.1340], [-1.2722, 0.2356, -4.1297], [-2.8763, 0.7122, -3.4598], [-1.8171, -0.3597, -2.5378], [1.6734, 1.1666, 0.8882], [1.8154, -2.3451, 2.1617], [0.4885, -2.6264, 2.4651], [2.2048, -1.1680, 1.5098], [1.1935, -0.2140, 1.2410], [-0.4976, -1.7619, 1.9509], [-0.1318, -0.5222, 1.4957], [2.5431, -3.1133, 2.3514], [0.2254, -3.5678, 2.9367], [3.1871, -1.0399, 1.0839], [-1.4912, -2.0216, 2.3080], [2.7436, 1.3512, 0.7531], [1.2505, 1.9329, 1.5332], [-0.9358, 0.0573, 1.0359], [1.3377, 1.5067, -0.0958]],
  "lumo_ev": 3.445,
  "e_above_lowest_kj_mol": 68.65,
  "spin_multiplicity": 1,
  "e_tot_ha": -539.36593,
  "fmax_ev_per_a": 3.188,
  "charge": -1,
  "homo_lumo_gap_ha": 0.2822
}

=====

{
  "formula": "C10H13O2",
  "method": "ωB97M-V/def2-TZVPD",
  "elements": ["C", "C", "C", "O", "O", "H", "H", "H", "H", "H", "C", "C", "C", "C", "C", "C", "C", "H", "H", "H", "H", "H", "H", "H", "H"],
  "positions_angstrom": [[1.7563, 1.6853, -0.1230], [1.7961, 3.1427, -0.6545], [3.1595, 1.0947, 0.1574], [3.8141, 0.7329, -0.8453], [3.4823, 1.0179, 1.3672], [1.1636, 1.6253, 0.7968], [1.2274, 1.0639, -0.8432], [2.8393, 3.4353, -0.8358], [1.3601, 3.8258, 0.0634], [1.3878, 3.1878, -1.6713], [-3.4486, -1.7818, -0.7632], [0.3793, -1.0483, 1.0658], [0.2841, -1.8736, -0.0486], [-0.7677, -0.4852, 1.5959], [-0.9491, -2.0790, -0.6522], [-2.0028, -0.7054, 0.9988], [-2.1049, -1.5068, -0.1365], [1.3435, -0.8621, 1.5163], [1.1940, -2.2795, -0.4689], [-0.6910, 0.1650, 2.4570], [-1.0214, -2.7298, -1.5158], [-2.8562, -0.1457, 1.3811], [-3.9114, -0.8433, -1.0826], [-4.1415, -2.2782, -0.0833], [-3.2928, -2.3580, -1.6755]],
  "lumo_ev": 3.027,
  "e_above_lowest_kj_mol": 28.82,
  "spin_multiplicity": 1,
  "e_tot_ha": -539.38110,
  "fmax_ev_per_a": 1.387,
  "charge": -1,
  "homo_lumo_gap_ha": 0.2555
}

=====

{
  "formula": "C10H13O2",
  "method": "ωB97M-V/def2-TZVPD",
  "elements": ["C", "C", "C", "O", "O", "H", "H", "H", "H", "H", "C", "C", "C", "C", "C", "C", "C", "H", "H", "H", "H", "H", "H", "H", "H"],
  "positions_angstrom": [[-0.0248, 1.8409, -2.0511], [-1.0508, 2.8146, -1.5146], [-0.5322, 0.4040, -2.4400], [0.4039, -0.4145, -2.6217], [-1.7727, 0.2562, -2.5711], [0.3838, 2.2277, -2.9847], [0.7978, 1.6862, -1.3498], [-1.7518, 2.4307, -0.7750], [-1.6672, 3.2233, -2.3258], [-0.5270, 3.7098, -1.1536], [-1.0369, -2.2241, -0.0548], [1.7414, -0.2473, 2.6108], [2.1697, -0.8096, 1.4152], [0.4130, -0.3743, 2.9346], [1.2842, -1.4048, 0.5343], [-0.5049, -0.9283, 2.0267], [-0.0905, -1.4251, 0.8060], [2.4476, 0.2629, 3.2581], [3.2007, -0.7880, 1.0812], [-0.0114, -0.1949, 3.9258], [1.6470, -1.8558, -0.3789], [-1.5460, -0.9443, 2.3495], [-1.5590, -2.9335, 0.6029], [-0.5607, -2.7177, -0.8987], [-1.8529, -1.5940, -0.4252]],
  "lumo_ev": [6.265, 6.161],
  "e_above_lowest_kj_mol": 12.33,
  "spin_multiplicity": 2,
  "e_tot_ha": -539.24867,
  "fmax_ev_per_a": 1.321,
  "charge": -2,
  "homo_lumo_gap_ha": [0.0958, 0.2924],
  "s_squared": 0.751
}

=====

{
  "formula": "C10H13O2",
  "method": "ωB97M-V/def2-TZVPD",
  "elements": ["C", "C", "C", "O", "O", "H", "H", "H", "H", "H", "C", "C", "C", "C", "C", "C", "C", "H", "H", "H", "H", "H", "H", "H", "H"],
  "positions_angstrom": [[-1.8865, 1.6723, -1.0077], [-2.9134, 0.6256, -0.5306], [-1.4963, 1.7473, -2.5435], [-0.3289, 1.8973, -2.7819], [-2.5438, 1.6656, -3.2441], [-2.3239, 2.6346, -0.7684], [-0.9160, 1.4342, -0.5758], [-3.0946, 0.7949, 0.5178], [-2.5817, -0.3615, -0.8371], [-3.8151, 0.7191, -1.1395], [0.5594, -1.4865, -1.0641], [2.2771, -0.2622, 2.6626], [3.0639, -0.2869, 1.5137], [0.9737, -0.7158, 2.6276], [2.5068, -0.6843, 0.3107], [0.4093, -1.1306, 1.4254], [1.2124, -1.2199, 0.2856], [2.7498, 0.0562, 3.5890], [4.0788, 0.0784, 1.6377], [0.3687, -0.7125, 3.5273], [2.9758, -0.5775, -0.6587], [-0.6208, -1.4561, 1.3553], [-0.0345, -2.3838, -1.1637], [1.3389, -1.4877, -1.8184], [0.0409, -0.5602, -1.3191]],
  "lumo_ev": [0.788, -3.214],
  "e_above_lowest_kj_mol": 48.33,
  "spin_multiplicity": 2,
  "e_tot_ha": -539.24174,
  "fmax_ev_per_a": 2.194,
  "homo_lumo_gap_ha": [0.3639, 0.2168],
  "s_squared": 0.756
}

=====

{
  "formula": "C10H13O3",
  "method": "ωB97M-V/def2-TZVPD",
  "elements": ["C", "C", "C", "C", "C", "C", "C", "O", "H", "H", "H", "H", "H", "H", "H", "H", "C", "C", "C", "O", "O", "H", "H", "H", "H", "H"],
  "positions_angstrom": [[-0.7225, 2.6064, 1.4700], [-0.1186, 0.2818, 1.8588], [-1.0284, 1.1165, 1.1594], [-0.3761, -1.0768, 1.7678], [-2.1604, 0.7977, 0.3574], [-1.5504, -1.4446, 0.9687], [-2.4884, -0.5860, 0.3669], [-1.9231, -2.7535, 1.0741], [0.7742, 0.6173, 2.4555], [0.5312, -1.5155, 2.0764], [-1.5128, 3.2318, 1.0189], [0.3366, 2.8546, 1.2903], [-2.5502, 1.5423, -0.2207], [-3.2165, -0.9511, -0.3240], [-1.8406, -3.2535, 0.2568], [-0.7477, 2.6142, 2.5823], [1.7728, -0.5615, -2.3064], [0.2631, -0.8095, -2.2211], [2.4782, 0.5207, -1.4829], [1.7711, 1.0348, -0.5297], [3.6161, 0.9562, -1.6552], [2.3112, -1.4902, -2.1078], [1.8158, -0.2591, -3.3138], [0.0901, -1.7958, -2.0661], [-0.0761, -0.2733, -3.0401], [-0.0441, -0.2890, -1.3520]],
  "lumo_ev": 3.109,
  "e_above_lowest_kj_mol": 350.55,
  "spin_multiplicity": 1,
  "e_tot_ha": -614.52776,
  "fmax_ev_per_a": 5.890,
  "charge": -1,
  "homo_lumo_gap_ha": 0.2422
}

=====

Copy entry 1 word for word.
{
  "formula": "C10H13O2",
  "method": "ωB97M-V/def2-TZVPD",
  "elements": ["C", "C", "C", "O", "O", "H", "H", "H", "H", "H", "C", "C", "C", "C", "C", "C", "C", "H", "H", "H", "H", "H", "H", "H", "H"],
  "positions_angstrom": [[-0.1293, -0.5016, -2.4740], [0.8434, -1.2730, -3.3669], [-1.4319, -1.3036, -2.0940], [-2.3908, -0.7227, -1.6460], [-1.4534, -2.5652, -2.1248], [0.3734, -0.0213, -1.6376], [-0.6244, 0.2286, -3.1673], [1.4994, -1.7944, -2.8353], [1.5449, -0.5696, -3.8350], [0.4404, -2.0042, -4.0498], [-0.7768, -1.0317, 0.7827], [0.0935, 1.3499, 0.7455], [-0.1931, 0.1446, 1.5256], [0.4836, 2.4261, 1.5266], [1.0266, 2.3143, 2.8493], [-0.0007, 0.1616, 2.8965], [0.7095, 1.2222, 3.5718], [-0.2634, 1.4015, -0.2765], [0.6473, 3.2561, 0.8788], [-1.6964, -1.0416, 0.2907], [-0.8712, -1.9239, 1.2972], [1.7713, 2.9543, 3.3797], [-0.4620, -0.6449, 3.3220], [0.9934, 1.1639, 4.5551], [-0.1333, -1.2252, -0.1144]],
  "lumo_ev": 3.257,
  "e_above_lowest_kj_mol": 224.93,
  "spin_multiplicity": 1,
  "e_tot_ha": -539.30640,
  "fmax_ev_per_a": 4.655,
  "charge": -1,
  "homo_lumo_gap_ha": 0.2583
}